# C3H8N4

A structure of composition C3H8N4 in a non-equilibrium geometry (ωB97M-V/def2-TZVPD, the Open Molecules 2025 dataset).

Results
* total energy: -9178.646 eV
* lowest unoccupied orbital energy: -10.20 eV
* highest occupied orbital energy: -19.5 eV
* frontier orbital gap: 0.3421 Ha
* relative energy (zero: lowest compared OMol25 entry of this formula, charge and spin): 3.550 eV

The geometry in ORCA input format:
```
! RIJCOSX wB97M-V def2-TZVPD def2/J DEFGRID3
* xyz 2 1
N 1.940 -1.281 -0.399
N -0.785 0.375 -0.087
N -1.853 0.389 0.396
N 2.410 0.757 0.660
C 1.784 -0.027 -0.127
C -3.084 -0.179 0.215
C 0.151 0.747 -0.748
H -3.844 0.690 0.268
H 3.148 0.431 1.405
H 1.119 -1.827 -0.701
H -3.440 -0.795 1.184
H 2.511 1.755 0.503
H 2.950 -1.747 -0.392
H 0.099 1.503 -1.545
H -3.108 -0.791 -0.630
*
```

***

# CH18Na4O12

A structure of composition CH18Na4O12 in a non-equilibrium geometry (ωB97M-V/def2-TZVPD, the Open Molecules 2025 dataset).

Results
* total energy: -43553.422 eV
* lowest unoccupied orbital energy: -9.81 eV
* highest occupied orbital energy: -15.0 eV
* frontier orbital gap: 0.1903 Ha
* relative energy (zero: lowest compared OMol25 entry of this formula, charge and spin): 0.000 eV

The geometry in ORCA input format:
```
! RIJCOSX wB97M-V def2-TZVPD def2/J DEFGRID3
* xyz 2 1
Na -1.162 -1.782 -3.498
Na -2.699 1.332 -3.046
Na 0.767 1.605 -3.030
Na -2.986 -0.889 -0.609
O 0.931 0.253 -0.885
O -1.827 2.243 0.871
O -1.054 3.072 -1.686
O 1.535 -2.263 -2.528
O -0.732 -0.474 0.283
O -0.907 -0.003 -1.786
O 2.045 -1.111 1.520
O 3.534 -0.455 -1.037
O -3.094 -1.073 2.280
O -0.178 0.753 2.668
O -0.111 -2.908 1.384
O 2.415 2.007 0.961
C -0.230 -0.106 -0.774
H 1.441 -1.852 1.470
H -0.762 -3.520 1.040
H 2.408 -2.005 -2.822
H -0.327 0.185 1.911
H -1.214 2.390 -1.035
H -2.515 -0.332 2.103
H 1.616 -0.417 1.019
H -3.947 -0.675 2.457
H 0.645 0.441 3.043
H -2.728 1.922 0.846
H -0.370 -2.057 1.030
H 2.588 -0.432 -0.893
H 1.513 2.067 1.277
H -1.296 1.458 1.004
H 2.340 1.606 0.096
H 3.833 -1.222 -0.550
H 1.279 -1.581 -1.908
H -0.749 3.823 -1.177
*
```

***

# C29H27N6O4W

A structure of composition C29H27N6O4W in a non-equilibrium geometry (ωB97M-V/def2-TZVPD, the Open Molecules 2025 dataset).

Results
* total energy: -49463.172 eV
* lowest unoccupied orbital energy: -4.13 eV
* highest occupied orbital energy: -11.1 eV
* frontier orbital gap: 0.2553 Ha
* relative energy (zero: lowest compared OMol25 entry of this formula, charge and spin): 0.000 eV

The geometry in ORCA input format:
```
! RIJCOSX wB97M-V def2-TZVPD def2/J DEFGRID3
* xyz 1 1
W 0.242 -0.717 0.839
O 0.405 3.440 0.144
O -1.368 -1.921 0.989
O 3.438 -2.227 -1.245
O 0.772 -1.159 2.591
N -0.967 -3.195 1.125
N 2.093 -0.943 0.126
N 0.259 -3.227 0.931
N -1.605 0.581 0.434
N 0.903 1.189 0.392
N -0.007 -1.545 -1.273
C 3.006 -5.625 1.314
C 0.032 0.273 5.250
C -0.147 -0.195 2.875
C 2.328 -6.834 1.340
C 3.046 2.537 0.510
C 1.129 -3.065 -2.725
C 0.941 -6.862 1.232
C -1.136 -1.750 -1.952
C 0.084 2.281 0.263
C -1.192 -2.592 -3.048
C -0.046 -3.270 -3.434
C 2.323 1.357 0.390
C -2.344 2.829 0.081
C 1.105 -2.192 -1.662
C 2.302 -4.439 1.177
C 0.260 0.888 3.858
C 0.226 -5.687 1.098
C 0.918 -4.477 1.074
C -1.356 1.884 0.262
C 4.433 2.465 0.535
C 5.096 1.251 0.449
C -3.932 1.068 0.258
C 3.001 0.138 0.299
C 2.353 -1.839 -0.902
C 4.381 0.068 0.329
C 1.725 1.295 3.731
C -3.665 2.417 0.077
C -0.662 2.097 3.688
C -2.886 0.183 0.438
H -2.015 -1.229 -1.600
H 4.878 -0.887 0.260
H 2.385 0.431 3.818
H 2.878 -7.759 1.444
H -0.068 -3.945 -4.279
H -2.124 -2.716 -3.579
H 2.060 -3.552 -2.976
H -0.851 -5.699 1.010
H -4.944 0.690 0.272
H -0.455 2.637 2.764
H -4.468 3.127 -0.061
H 1.932 1.798 2.790
H 0.637 -0.625 5.381
H 2.817 -3.488 1.169
H 0.417 -7.808 1.252
H 2.548 3.488 0.583
H -1.147 -0.600 3.076
H -0.512 2.795 4.512
H -1.017 0.012 5.401
H 1.973 1.988 4.535
H -1.713 1.796 3.696
H 6.176 1.222 0.483
H -2.041 3.859 -0.051
H 4.084 -5.603 1.400
H -3.067 -0.867 0.605
H 5.001 3.381 0.631
H 0.316 0.992 6.019
*
```

***

# C59H58F6Ge2NNaOS4

A structure of composition C59H58F6Ge2NNaOS4 in a non-equilibrium geometry (ωB97M-V/def2-TZVPD, the Open Molecules 2025 dataset).

Results
* total energy: -242768.815 eV
* lowest unoccupied orbital energy: 3.71 eV
* highest occupied orbital energy: -2.6 eV
* frontier orbital gap: 0.2312 Ha
* relative energy (zero: lowest compared OMol25 entry of this formula, charge and spin): 0.034 eV

The geometry in ORCA input format:
```
! RIJCOSX wB97M-V def2-TZVPD def2/J DEFGRID3
* xyz -2 1
Ge -0.681 -0.584 0.830
Ge 1.479 -0.595 -1.282
S 0.646 -2.247 0.033
S 0.819 1.000 0.203
S -2.585 -0.415 -0.113
S 0.618 -0.444 -3.225
Na -1.749 0.849 -2.628
F -4.377 3.138 -1.429
F -2.457 4.848 -4.755
F -4.636 4.436 -3.135
F -1.811 5.978 -3.029
F -0.522 4.470 -3.887
F -3.739 5.193 -1.320
O -2.548 2.490 -3.356
N -3.978 -0.414 -3.722
C -2.016 3.833 2.234
C -1.277 0.358 4.992
C -1.471 3.506 -1.432
C 1.492 1.841 3.653
C 3.931 2.261 0.513
C -8.327 0.901 -2.063
C -5.814 0.479 -0.933
C 4.118 -1.822 -1.874
C -2.395 3.617 -2.664
C -0.975 -7.098 0.822
C -6.873 0.897 -0.144
C 3.484 -0.650 -1.422
C 5.499 -1.868 -2.055
C 1.291 -6.712 -3.191
C 0.138 -4.046 2.808
C -2.122 2.514 2.668
C -6.023 0.274 -2.296
C 0.256 2.526 3.141
C -0.989 -5.773 1.535
C -1.050 0.451 3.619
C 4.417 1.312 1.579
C 3.625 3.573 0.848
C 4.292 0.482 -1.209
C -3.782 4.110 -2.144
C 3.797 1.841 -0.814
C 3.023 -2.230 -4.592
C 1.401 -3.576 3.482
C -8.125 1.107 -0.704
C 2.910 5.918 0.255
C 3.361 2.742 -1.793
C -4.908 -0.143 -3.104
C -0.914 -0.705 2.829
C -1.056 -1.945 3.478
C -3.468 1.845 2.714
C 3.375 -3.075 -2.219
C 2.046 -5.452 -2.859
C -7.277 0.482 -2.863
C -2.176 -3.747 2.150
C 3.282 2.352 -3.242
C -0.706 5.928 1.744
C 2.878 -3.265 -3.509
C -0.966 1.846 3.084
C 3.181 4.481 -0.106
C 6.287 -0.758 -1.806
C -0.806 4.511 2.242
C 0.318 3.844 2.714
C 3.904 -3.938 0.087
C 3.041 4.043 -1.414
C -1.288 -2.015 4.851
C 2.592 -5.263 -1.593
C -2.138 -4.990 1.535
C 3.264 -4.097 -1.265
C 5.675 0.409 -1.391
C 0.133 -5.293 2.187
C -1.392 -0.869 5.618
C -1.809 4.732 -3.586
C -3.450 -2.946 2.139
C 2.212 -4.453 -3.802
C -1.014 -3.262 2.770
H 1.736 -4.305 4.225
H 3.474 -3.086 0.615
H -1.567 -0.931 6.686
H 2.687 4.735 -2.172
H -1.053 -6.949 -0.256
H 1.810 1.069 2.948
H -6.711 1.068 0.913
H 2.102 -1.648 -4.664
H -3.540 1.088 1.928
H -1.817 -7.724 1.128
H -9.302 1.073 -2.501
H 7.360 -0.799 -1.949
H -1.389 4.446 -0.885
H 3.829 -1.529 -4.383
H 2.488 -6.042 -0.842
H 4.220 1.898 -3.574
H 6.264 1.303 -1.214
H -3.628 1.345 3.672
H -1.388 -2.994 5.309
H 3.219 -2.715 -5.551
H 4.978 -3.758 -0.007
H 3.845 6.467 0.398
H 3.727 3.891 1.882
H -1.368 1.277 5.562
H -7.414 0.329 -3.925
H 2.338 6.002 1.181
H -0.473 3.201 -1.748
H 1.802 -4.588 -4.798
H 1.315 1.358 4.616
H -3.033 -5.356 1.040
H -0.207 5.964 0.773
H -4.826 0.324 -0.515
H -2.908 4.342 1.881
H -0.130 6.551 2.432
H -0.053 -7.645 1.020
H 2.347 6.418 -0.533
H -1.863 2.748 -0.751
H 1.041 -5.890 2.201
H 2.305 2.559 3.767
H -4.307 -3.600 1.968
H 1.026 -6.741 -4.249
H 1.268 -2.617 3.976
H 1.879 -7.603 -2.961
H -3.418 -2.194 1.345
H -8.947 1.439 -0.081
H 4.157 0.281 1.343
H -3.596 -2.415 3.081
H 2.191 -3.457 2.741
H -1.694 6.372 1.620
H 3.751 -4.833 0.692
H 1.275 4.355 2.744
H 5.506 1.363 1.682
H 3.075 3.226 -3.861
H 3.977 1.563 2.543
H 0.366 -6.771 -2.615
H 5.945 -2.794 -2.402
H 2.490 1.619 -3.421
H -4.261 2.580 2.564
*
```

***

# C6H10O

The molecule C6H10O (ωB97M-V/def2-TZVPD, the Open Molecules 2025 dataset).

Results
* total energy: -8430.442 eV
* lowest unoccupied orbital energy: 0.97 eV
* highest occupied orbital energy: -8.8 eV
* frontier orbital gap: 0.3604 Ha
* relative energy (zero: lowest compared OMol25 entry of this formula, charge and spin): 0.798 eV

The geometry in ORCA input format:
```
! RIJCOSX wB97M-V def2-TZVPD def2/J DEFGRID3
* xyz 0 1
O -0.770 2.030 -1.069
C 1.760 0.145 -1.260
C -0.457 -0.789 1.820
C -1.188 -0.305 -0.615
C -0.072 -0.426 0.408
C 1.157 0.005 0.105
C -1.405 1.193 -0.475
H -1.500 -0.551 2.057
H 1.821 0.253 0.931
H -2.109 1.481 0.335
H 2.634 -0.518 -1.282
H -0.335 -1.870 1.968
H -2.088 -0.870 -0.351
H -0.890 -0.556 -1.637
H 0.188 -0.285 2.546
H 1.089 -0.167 -2.064
H 2.108 1.158 -1.487
*
```

***

# C4H4

The molecule C4H4 in a non-equilibrium geometry (ωB97M-V/def2-TZVPD, the Open Molecules 2025 dataset).

Results
* total energy: -4210.110 eV
* lowest unoccupied orbital energy: 1.00 eV
* highest occupied orbital energy: -9.3 eV
* frontier orbital gap: 0.3786 Ha
* relative energy (zero: lowest compared OMol25 entry of this formula, charge and spin): 0.049 eV

The geometry in ORCA input format:
```
! RIJCOSX wB97M-V def2-TZVPD def2/J DEFGRID3
* xyz 0 1
C 0.338 -0.591 0.665
C 1.176 -1.092 1.337
C -0.695 0.041 -0.070
C -0.427 0.871 -1.101
H -1.714 -0.157 0.253
H -1.254 1.353 -1.609
H 1.987 -1.458 1.958
H 0.588 1.034 -1.434
*
```

***

# C13H12MnN4OS3

A structure of composition C13H12MnN4OS3 (ωB97M-V/def2-TZVPD, the Open Molecules 2025 dataset).

Results
* total energy: -85509.792 eV
* lowest unoccupied orbital energy (spin up / spin down): -0.47 / -0.52 eV
* highest occupied orbital energy (spin up / spin down): -7.7 / -8.1 eV
* frontier orbital gap (spin up / spin down): 0.2656 / 0.2782 Ha
* relative energy (zero: lowest compared OMol25 entry of this formula, charge and spin): 0.000 eV

The geometry in ORCA input format:
```
! RIJCOSX wB97M-V def2-TZVPD def2/J DEFGRID3
* xyz 0 6
Mn 0.713 -0.275 -0.094
S -0.211 -2.594 -0.354
S 4.509 2.583 -1.154
S 2.997 0.096 -1.039
O 0.597 -0.704 1.844
N 0.698 1.900 -0.861
N 1.885 2.592 -1.010
N -1.557 0.491 -0.664
N 0.280 -1.941 2.224
C -1.440 1.367 -1.674
C -2.416 1.543 -2.649
C -0.189 2.126 -1.741
C -0.336 -4.422 3.209
C 0.372 -2.186 3.553
C -3.582 0.809 -2.554
C -0.417 -4.160 1.869
C -3.729 -0.071 -1.499
C 2.921 1.819 -1.033
C 4.072 4.324 -1.174
C -0.104 -2.893 1.333
C 0.073 -3.405 4.081
C -2.688 -0.210 -0.593
H -0.037 2.806 -2.577
H -2.750 -0.929 0.213
H 3.466 4.577 -2.041
H 5.017 4.865 -1.225
H -0.581 -5.407 3.582
H -2.258 2.246 -3.455
H 0.701 -1.324 4.113
H -4.365 0.924 -3.290
H 3.539 4.611 -0.271
H -4.619 -0.671 -1.380
H -0.720 -4.924 1.168
H 0.159 -3.560 5.146
*
```

***

# C33H64AgFO15Ti

A structure of composition C33H64AgFO15Ti in a non-equilibrium geometry (ωB97M-V/def2-TZVPD, the Open Molecules 2025 dataset).

Results
* total energy: -95796.714 eV
* lowest unoccupied orbital energy (spin up / spin down): 0.24 / -1.78 eV
* highest occupied orbital energy (spin up / spin down): -4.2 / -8.1 eV
* frontier orbital gap (spin up / spin down): 0.1646 / 0.2315 Ha

The geometry in ORCA input format:
```
! RIJCOSX wB97M-V def2-TZVPD def2/J DEFGRID3
* xyz 0 5
Ag -0.206 -0.163 0.058
Ti 1.757 2.085 -2.022
F 0.693 -0.026 -2.065
O -2.447 -6.044 2.911
O -1.124 -2.095 -0.875
O -3.527 3.662 1.440
O -2.041 0.804 -1.157
O -4.233 5.739 2.152
O 1.258 -1.808 0.591
O -1.463 -0.532 1.920
O -0.318 -2.048 6.583
O 1.211 4.376 -1.962
O 3.970 1.573 -2.777
O -2.358 4.774 2.886
O 3.222 -1.728 -8.017
O 1.126 1.721 0.454
O 1.430 -1.105 -6.872
O 3.314 -0.978 -5.911
C -1.891 -0.294 6.213
C -0.538 -1.004 6.007
C 0.519 -0.274 5.227
C 4.490 -0.727 -2.360
C 1.082 -0.618 -5.612
C -1.030 4.111 -1.371
C -2.883 1.238 -1.952
C -1.165 2.910 4.077
C -0.713 -4.698 2.089
C -1.529 -4.651 4.589
C 3.274 -1.681 1.831
C -2.728 2.731 2.050
C 2.784 -3.502 -0.026
C -0.805 -4.003 -2.319
C 2.694 -1.311 -7.021
C 0.230 4.908 -1.466
C -1.659 3.561 2.705
C 2.365 -2.317 0.802
C 0.243 6.305 -0.830
C -1.694 -5.124 3.141
C 4.787 0.682 -2.910
C -1.570 -2.743 -1.835
C -3.404 4.828 2.105
C -2.533 1.391 -3.348
C 6.274 0.968 -3.276
C 2.376 -0.808 -4.925
C 2.042 2.347 1.342
C -4.234 1.582 -1.495
C -2.335 -1.438 2.567
C 3.292 2.898 0.701
C -0.050 -1.486 -5.197
C -3.681 -1.664 1.941
C -2.895 -2.341 -2.572
H 0.549 6.107 0.197
H -0.883 3.056 -1.601
H 2.326 1.730 2.195
H 5.207 -0.939 -1.567
H -4.512 0.701 -0.917
H 4.010 -2.458 2.037
H -2.001 2.581 4.694
H 2.805 -1.582 2.811
H -3.652 -2.465 1.203
H -4.423 2.497 -0.934
H 0.384 -0.397 4.152
H 6.356 1.795 -3.981
H -0.775 -5.200 5.153
H -1.189 -4.775 1.111
H 2.431 0.107 -4.335
H -1.419 4.159 -0.354
H -1.293 -4.525 -3.143
H 0.185 -3.613 -2.555
H -0.540 2.032 3.915
H -1.195 -3.616 4.519
H -2.760 -0.751 5.741
H -1.804 0.685 5.741
H 6.830 1.250 -2.382
H 3.566 -0.861 -1.798
H -2.601 -2.020 -3.571
H 0.837 0.444 -5.619
H -0.807 3.874 2.102
H -2.166 2.106 1.357
H -3.565 -3.172 -2.795
H -0.344 -3.675 2.164
H -0.771 6.684 -0.960
H 6.680 0.024 -3.638
H -2.409 -1.089 3.597
H -1.728 4.451 -2.136
H 2.425 -1.609 -4.188
H -2.631 2.433 -3.653
H -0.364 -1.186 -4.197
H -3.295 -1.499 -2.007
H 3.060 3.538 -0.150
H 3.896 2.094 0.279
H -0.490 3.547 4.648
H -1.865 -2.395 2.792
H -0.878 -1.392 -5.899
H -2.000 -0.175 7.291
H -3.937 -0.784 1.351
H 4.551 -1.448 -3.175
H 0.159 -5.350 2.133
H 0.605 0.762 5.557
H -3.264 2.035 2.695
H -2.459 -4.772 5.145
H -0.698 -4.763 -1.545
H -4.394 -1.789 2.756
H -3.048 0.639 -3.946
H 2.855 -4.392 0.599
H 3.727 -3.182 -0.471
H 1.618 3.191 1.885
H -4.835 1.651 -2.401
H 3.878 3.432 1.449
H 1.956 -3.719 -0.701
H 1.464 -0.756 5.479
H 3.681 -0.721 1.515
H 0.096 -2.563 -5.122
H 0.969 6.949 -1.327
H -1.487 1.092 -3.405
*
```

***

Which of these has the lowest total energy? C59H58F6Ge2NNaOS4

***

Among the records above, which one has the highest total energy? C4H4

***

What is the formula in the first record? C3H8N4